# 1
3 unconnected molecules or ions with the total composition C24H47ClI2N4O9P at a distorted geometry, computed with ωB97M-V/def2-TZVPD.

Structure (XYZ):
```
88
Properties=species:S:1:pos:R:3:lowdin_charge:R:1
C -4.64342 2.42351 2.03842 -0.167
C -3.77664 2.17047 0.68460 -0.316
C -2.38885 1.59939 1.13029 -0.530
Cl -1.74895 3.00082 2.17648 0.732
C -1.36247 0.95668 0.10859 -0.212
C -0.01935 0.76794 0.93930 -0.132
C 1.06817 1.82547 1.29792 -0.136
C 1.60805 1.51803 2.78686 -0.442
N 2.09864 0.19837 3.17854 0.095
O 1.62267 2.39889 3.64143 0.058
C -1.81344 -0.58658 -0.25457 -0.322
C -1.45883 -1.64606 0.95253 -0.135
C -1.97003 -3.12783 0.61021 -0.225
O -0.93293 -4.09045 0.96813 -0.099
C -3.37523 -0.91192 -0.28576 -0.554
I -4.66900 -1.08881 1.49591 0.988
C -4.10905 -1.20760 -1.46262 -0.708
C -3.46906 -1.30235 -2.88768 -0.164
I -6.26689 -1.64899 -1.47436 0.780
O -0.99431 -1.21147 -1.24320 -0.086
C -0.38440 -0.48718 -2.27447 -0.150
C -0.17553 1.08938 -2.13806 -0.178
P 1.61475 1.45790 -2.00145 0.641
O 2.07135 2.80221 -1.52658 -0.277
O 2.53725 0.27105 -1.22219 -0.157
O 2.19835 1.36736 -3.59918 -0.158
N -1.20377 1.74777 -1.21127 -0.108
C -1.00748 3.20816 -1.04062 -0.109
C -0.62764 4.08177 -2.31948 -0.229
N -0.02498 5.36580 -1.80720 0.013
N -2.36404 1.36885 -1.92816 0.143
C -3.11635 2.19484 -2.45976 -0.207
O -3.76710 3.08350 -2.83834 0.263
H -4.26204 1.73816 2.84511 0.044
H -5.71658 2.10179 1.84196 0.077
H -4.58771 3.50119 2.34910 0.071
H -3.77698 3.19581 0.19741 0.103
H -4.43445 1.52369 0.04170 0.075
H -2.52711 0.80870 1.93612 0.067
H -0.38045 0.42656 1.96329 0.123
H 0.57363 -0.05006 0.40824 0.127
H 2.05652 1.78020 0.73227 0.105
H 0.82330 2.91428 1.38107 0.085
H 2.64949 0.37133 4.03641 0.098
H 1.27960 -0.32667 3.51643 0.087
H -1.76869 -1.27466 1.96376 0.085
H -0.33653 -1.83244 1.01511 0.130
H -2.16960 -3.30589 -0.47910 0.126
H -2.86174 -3.43421 1.24421 0.093
H -1.19743 -4.58646 1.76421 0.074
H -2.55407 -1.97721 -2.91791 0.089
H -3.29105 -0.31197 -3.40563 0.070
H -4.19826 -1.83891 -3.58124 0.064
H 0.65762 -0.92789 -2.43998 0.146
H -0.89737 -0.70730 -3.27027 0.132
H -0.47953 1.49257 -3.16163 0.163
H 3.44989 0.35248 -1.58732 0.085
H 3.16060 1.57030 -3.53099 0.090
H -0.15927 3.50251 -0.34131 0.121
H -1.89131 3.75566 -0.57735 0.133
H -1.51627 4.39818 -2.94575 0.118
H 0.13074 3.63587 -3.01347 0.101
H -0.61552 6.12987 -2.15677 0.078
H 0.86430 5.49164 -2.31560 0.085
C 0.78588 -8.82718 3.15947 -0.063
C -0.36448 -7.83379 3.12630 -0.497
C -1.04377 -7.81698 1.76767 -0.067
O 0.12675 -6.52533 3.42579 -0.064
H 1.55126 -8.56177 2.42352 0.082
H 1.27120 -8.81917 4.13803 0.082
H 0.43816 -9.84116 2.95022 0.083
H -1.09343 -8.09101 3.89829 0.140
H -0.34105 -7.51566 0.98451 0.084
H -1.86013 -7.08986 1.75815 0.071
H -1.44798 -8.79922 1.51346 0.083
H 0.77317 -6.28879 2.74784 0.086
C 7.58660 3.32402 -1.34481 -0.059
C 6.07249 3.22339 -1.43251 -0.496
C 5.39835 4.04328 -0.34415 -0.058
O 5.67869 1.85377 -1.30917 -0.075
H 7.94771 2.93932 -0.38612 0.085
H 8.05728 2.72153 -2.12526 0.082
H 7.92004 4.35809 -1.45306 0.085
H 5.73763 3.56962 -2.41355 0.137
H 5.68489 3.68301 0.64895 0.086
H 4.31129 3.95209 -0.41315 0.060
H 5.66628 5.09910 -0.42227 0.085
H 5.96997 1.53669 -0.44452 0.092
```

Values from the calculation:
Total charge   +1
Spin multiplicity   1
E_tot   -88038.6253 eV
LUMO   -3.84 eV

***

# 2
A gas-phase ion, C5H13N2 (charge +1) at a distorted geometry, computed with ωB97M-V/def2-TZVPD.

Structure (XYZ):
```
20
Properties=species:S:1:pos:R:3:lowdin_charge:R:1
C -0.29580 -0.40943 0.74143 -0.260
C -0.04516 0.27566 -1.39552 0.208
C -2.65893 -0.22614 0.13179 -0.134
C 1.32519 1.39346 0.39442 0.029
C 1.78321 -0.95392 -0.23601 0.010
N -1.40715 0.32440 0.26905 -0.008
N 0.75239 0.07190 -0.10214 -0.356
H -0.15600 -0.32131 1.79748 0.147
H -0.29989 -1.50381 0.65534 0.143
H -0.02816 -0.55344 -2.01090 0.085
H -0.07061 1.28334 -1.67900 0.086
H -3.07608 -0.00827 -0.87072 0.106
H -2.66196 -1.40812 0.38015 0.142
H -3.32829 0.33675 0.79866 0.101
H 1.84567 1.25598 1.32879 0.101
H 1.84311 2.07193 -0.34530 0.135
H 0.36928 1.92253 0.74765 0.129
H 1.33283 -1.80296 -0.68937 0.104
H 2.70882 -0.53094 -0.65747 0.134
H 2.06750 -1.21761 0.74166 0.099
```

Values from the calculation:
Total charge   +1
Spin multiplicity   1
E_tot   -8364.7446 eV
ΔE to the lowest compared entry with this formula, charge and spin   6.066 eV
LUMO (spin up / spin down)   -4.67 / -4.67 eV

***

# 3
2 unconnected molecules or ions with the total composition C13H12BrFNO3 at a distorted geometry, computed with ωB97M-V/def2-TZVPD.

Structure (XYZ):
```
31
Properties=species:S:1:pos:R:3:lowdin_charge:R:1
F 0.64607 1.68229 -2.29837 0.144
C 0.25567 1.38819 -1.07432 -0.268
N -0.04200 2.45637 -0.30368 0.168
C -0.42742 2.32931 0.96651 0.012
C -0.55781 1.06127 1.53269 -0.160
C -0.96531 0.86463 2.86243 -0.027
C -1.12966 -0.38172 3.39418 -0.089
C -0.87111 -1.50953 2.60195 -0.073
C -0.47074 -1.34532 1.29825 -0.015
C -0.28597 -0.07812 0.73162 -0.084
C 0.14824 0.13071 -0.61768 -0.102
C 0.47576 -1.03619 -1.50909 -0.118
C 1.72233 -1.80590 -1.00082 -0.295
C 2.81435 -1.96829 -2.04795 -0.603
Br 3.91384 -0.36328 -2.11183 0.614
H 0.04145 3.37392 -0.71337 0.176
H -0.65890 3.22229 1.52020 0.140
H -1.15771 1.72140 3.49603 0.113
H -1.44169 -0.52696 4.41833 0.096
H -0.97782 -2.51179 2.99050 0.097
H -0.27214 -2.23338 0.71771 0.099
H 0.57567 -0.71982 -2.54203 0.118
H -0.39239 -1.69030 -1.43401 0.123
H 1.41602 -2.78865 -0.64038 0.101
H 2.15756 -1.27716 -0.15552 0.092
H 2.41979 -2.16865 -3.03912 0.060
H 3.44290 -2.81405 -1.78378 0.051
C -2.61585 1.76836 -1.34438 -0.973
O -2.51077 2.94368 -1.81299 -0.131
O -2.53570 0.70159 -2.05373 -0.137
O -2.71668 1.57508 -0.04737 -0.126
```

Values from the calculation:
Total charge   -1
Spin multiplicity   1
E_tot   -94067.7001 eV
ΔE to the lowest compared entry with this formula, charge and spin   0.000 eV
LUMO   2.46 eV

***

# 4
A molecular structure, C12H36O16P4 at a distorted geometry, computed with ωB97M-V/def2-TZVPD.

Structure (XYZ):
```
68
Properties=species:S:1:pos:R:3:lowdin_charge:R:1
C -2.34459 7.38645 0.25590 -0.113
O -1.44709 6.78737 1.19708 -0.201
P 0.08552 7.34922 1.41798 0.519
O 1.06899 6.31008 1.73444 -0.223
O 0.42350 8.36582 0.19737 -0.196
C 1.80521 8.74043 -0.02800 -0.089
O -0.09934 8.37347 2.65680 -0.165
C 0.62822 8.20325 3.85908 -0.159
H -3.26799 6.80740 0.24501 0.090
H -2.03260 7.33988 -0.78745 0.081
H -2.50339 8.45129 0.42625 0.089
H 2.55918 8.19640 0.54091 0.014
H 1.95221 9.75678 0.33746 0.097
H 2.24208 8.81243 -1.02402 0.101
H 0.95664 7.18453 4.06509 0.055
H -0.06645 8.44835 4.66250 0.002
H 1.42365 8.94766 3.89409 0.121
C 1.97567 6.98521 6.20012 -0.214
O 1.44442 6.03434 7.09105 -0.186
P -0.17070 6.02594 7.23446 0.522
O -0.80410 4.97689 6.40033 -0.215
O -0.67236 7.54890 6.93343 -0.188
C -1.21429 7.92416 5.69245 -0.138
O -0.22201 6.00076 8.90043 -0.262
C -1.54837 5.94470 9.49324 -0.187
H 3.05817 6.86469 6.15783 -0.169
H 1.79158 7.96920 6.63138 0.114
H 1.54148 6.95215 5.20088 0.027
H -1.22545 9.01391 5.71313 0.121
H -2.25962 7.68352 5.49890 0.114
H -0.61152 7.61062 4.84012 0.025
H -1.83857 5.08531 10.09767 0.118
H -2.33482 5.93927 8.73852 0.099
H -1.52864 6.89913 10.01933 0.048
C -0.60790 6.86747 11.41557 -0.138
O -0.57370 5.51893 11.10036 -0.330
P 0.68196 4.51928 11.48791 0.590
O 1.66100 4.90117 12.54739 -0.250
O 1.40584 4.16209 10.02174 -0.185
C 0.70197 3.73925 8.87471 -0.147
O -0.15924 3.15742 11.85584 -0.244
C 0.31255 2.24666 12.94259 -0.050
H -0.55794 7.50636 10.53386 0.098
H 0.23496 7.09026 12.06982 0.103
H -1.48979 7.07658 12.02109 0.124
H 0.97496 4.31354 7.98940 0.042
H -0.37275 3.84927 9.01958 0.079
H 0.71513 2.71418 8.50433 0.103
H 0.96397 1.42122 12.65552 0.084
H -0.59083 1.91282 13.45303 0.085
H 0.94653 2.87538 13.56780 0.065
C 2.22051 4.77210 4.28862 -0.122
O 3.53158 5.07205 4.00546 -0.174
P 4.19883 6.56436 4.01573 0.582
O 5.67029 6.63717 3.74813 -0.235
O 3.31718 7.27423 2.82579 -0.218
C 3.52639 6.84023 1.49643 -0.158
O 3.63181 7.15823 5.42737 -0.221
C 4.05506 8.41417 6.04161 0.029
H 1.59849 5.60089 4.62672 0.049
H 2.30459 3.99190 5.04514 0.109
H 1.69520 4.27438 3.47350 0.102
H 2.57549 6.94587 0.97419 0.014
H 3.76999 5.80708 1.24874 0.120
H 4.18794 7.56396 1.02033 0.105
H 3.33137 9.16229 5.71809 0.107
H 5.06398 8.57828 5.66311 0.103
H 4.11136 8.38787 7.12985 0.123
```

Values from the calculation:
Total charge   0
Spin multiplicity   1
E_tot   -82934.4719 eV
ΔE to the lowest compared entry with this formula, charge and spin   17.823 eV
LUMO   0.43 eV

***

Q: Among the records above, which one has the lowest total charge?
A: C13H12BrFNO3